The following is a quantum chemistry calculation of a molecular structure, H2KO, from the OMol25 dataset.

## Properties
Total charge ... +1
ΔE to the lowest compared entry with this formula, charge and spin ... 48.4 kJ/mol

Geometry as XYZ:
```
4
Properties=species:S:1:pos:R:3:forces:R:3
K 9.162270 13.036180 2.305430 -0.233 1.485 1.945
O 9.600760 11.675290 0.582740 0.157 -0.836 -0.955
H 9.358400 10.750420 0.628780 0.138 -0.577 -0.228
H 9.023440 12.041600 -0.087140 -0.061 -0.071 -0.762
```
Forces are in eV/Å.

In the Löwdin picture, each atom carries the following charge in e: K 1.0734; O -0.2035; H 0.0736; H 0.0564

***

The following is a quantum chemistry calculation of a molecular structure, H2KO, from the OMol25 dataset.

## Properties
Total charge ... +1
ΔE to the lowest compared entry with this formula, charge and spin ... 2.9 kJ/mol

Geometry as XYZ:
```
4
Properties=species:S:1:pos:R:3:forces:R:3
O 0.338276 -0.214873 -0.210507 0.108 -0.291 -0.783
H 0.012307 -0.997525 -0.709961 0.431 0.743 0.453
H 1.126764 0.089961 -0.714111 -0.763 -0.326 0.511
K -1.477347 1.122438 1.634579 0.224 -0.126 -0.181
```
Forces are in eV/Å.

In the Löwdin picture, each atom carries the following charge in e: O -0.1363; H 0.0718; H 0.0759; K 0.9886